Run P
Density functional theory data (wB97M-V/def2-TZVPD) for C10H8N2O in the gas phase.

Calculated values
Frontier orbital gap (eV): 8.277
SMILES string: C1=N[C@@H]2C=COC2=C=NC[C@H]2CC=12
Spin multiplicity: 1
LUMO level (eV): 0.4
HOMO (eV): -7.87

```
21
C10H8N2O, DFT wB97M-V/def2-TZVPD
C 1.175 -0.555 0.461
N 1.187 -1.544 -0.270
C -0.235 -2.051 -0.486
C -0.415 -2.808 -1.793
C -1.500 -2.188 -2.279
O -2.093 -1.165 -1.520
C -1.231 -0.923 -0.445
C -0.982 0.216 0.136
N -1.190 1.202 0.831
C -0.456 2.400 0.792
C 1.050 1.985 0.606
C 1.769 1.581 1.893
C 1.550 0.623 0.770
H -0.514 -2.643 0.372
H 0.149 -3.757 -2.125
H -2.204 -2.489 -3.101
H -0.660 3.095 1.644
H -0.898 3.082 -0.016
H 1.587 2.442 -0.223
H 2.775 2.022 1.899
H 1.135 1.474 2.854
```

=====

Run Q
Density functional theory data (wB97M-V/def2-TZVPD) for C10H8N2O in the gas phase.

Calculated values
Frontier orbital gap (eV): 8.748
SMILES string: O=Cc1ccccc1-n1cccn1
Spin multiplicity: 1
LUMO level (eV): -0.4
HOMO (eV): -9.19

```
21
C10H8N2O, DFT wB97M-V/def2-TZVPD
O -0.521 -2.535 -2.330
C -0.162 -1.953 -1.273
C -0.398 -0.493 -1.144
C -1.227 0.012 -2.192
C -1.547 1.366 -2.309
C -1.034 2.251 -1.319
C -0.344 1.768 -0.236
C -0.028 0.404 -0.134
N 0.732 -0.028 0.991
C 0.389 -1.111 1.773
C 1.240 -1.112 2.837
C 2.101 -0.013 2.571
N 1.791 0.644 1.457
H 0.312 -2.595 -0.310
H -1.536 -0.831 -2.828
H -2.266 1.729 -3.051
H -1.249 3.274 -1.345
H -0.056 2.522 0.504
H -0.461 -1.780 1.616
H 1.319 -1.873 3.550
H 2.946 0.355 3.171
```

=====

Verdict on stability: run P comes out at the bottom.

=====

Run P
Density functional theory data (wB97M-V/def2-TZVPD) for 7 unconnected molecules or ions with the total composition C23H36O21.

Calculated values
Frontier orbital gap (eV): 10.301
SMILES string: CCOC(=O)OC.CCOC(=O)OC.O=C1OCCO1.O=C1OCCO1.O=C1OCCO1.O=C1OCCO1.O=C1OCCO1
Spin multiplicity: 1
LUMO level (eV): 0.0
HOMO (eV): -10.29

```
80
C23H36O21, DFT wB97M-V/def2-TZVPD
C -1.431 2.140 4.389
C -2.549 1.737 5.363
O -2.704 0.330 5.705
C -3.325 -0.534 4.861
O -4.050 -0.317 3.926
O -3.003 -1.766 5.267
C -3.117 -2.960 4.473
H -0.450 1.878 4.785
H -1.362 3.216 4.228
H -1.576 1.646 3.428
H -3.501 2.256 5.251
H -2.175 2.156 6.297
H -4.123 -3.320 4.258
H -2.583 -3.836 4.842
H -2.695 -2.777 3.485
C 3.075 4.358 -6.591
C 2.689 4.617 -5.193
O 3.312 3.726 -4.290
C 2.626 3.305 -3.137
O 1.491 3.695 -2.815
O 3.438 2.528 -2.452
C 3.049 1.987 -1.249
H 2.438 4.970 -7.230
H 3.088 3.319 -6.921
H 4.125 4.645 -6.646
H 1.630 4.379 -5.097
H 2.698 5.656 -4.862
H 2.511 1.089 -1.552
H 2.351 2.561 -0.639
H 3.886 1.709 -0.608
O -1.601 -4.619 -7.379
C -1.479 -3.652 -6.611
O -1.091 -2.402 -6.951
C -1.050 -1.592 -5.843
C -0.995 -2.576 -4.762
O -1.541 -3.768 -5.292
H -0.139 -1.002 -5.944
H -1.934 -0.963 -5.739
H -1.629 -2.409 -3.891
H 0.045 -2.817 -4.542
O 0.766 -3.091 2.195
C 0.616 -4.220 2.568
O 1.325 -5.186 2.096
C 0.918 -6.436 2.667
C 0.074 -5.991 3.903
O -0.288 -4.666 3.466
H 0.324 -6.825 1.839
H 1.800 -7.006 2.958
H 0.587 -5.937 4.862
H -0.733 -6.682 4.149
O 1.587 1.224 2.925
C 2.328 0.284 3.096
O 2.719 -0.539 2.124
C 3.739 -1.420 2.514
C 3.519 -1.316 4.018
O 2.961 -0.054 4.219
H 3.675 -2.477 2.254
H 4.735 -1.081 2.228
H 4.489 -1.384 4.511
H 2.914 -2.117 4.443
O -3.860 2.458 0.538
C -3.297 3.010 -0.394
O -3.382 2.596 -1.655
C -2.559 3.363 -2.521
C -1.648 4.047 -1.484
O -2.400 3.939 -0.304
H -1.921 2.849 -3.239
H -3.170 4.040 -3.117
H -1.477 5.060 -1.848
H -0.718 3.495 -1.353
O -1.347 -0.310 -2.709
C -1.024 -0.022 -1.563
O -1.394 -0.700 -0.455
C -0.840 -0.088 0.701
C -0.020 1.077 0.095
O -0.251 1.001 -1.216
H -1.676 0.285 1.294
H -0.118 -0.725 1.211
H 1.040 0.885 0.262
H -0.345 2.073 0.397
```

=====

Run Q
Density functional theory data (wB97M-V/def2-TZVPD) for 7 unconnected molecules or ions with the total composition C23H36O21.

Calculated values
Frontier orbital gap (eV): 10.262
SMILES string: CCOC(=O)OC.CCOC(=O)OC.O=C1OCCO1.O=C1OCCO1.O=C1OCCO1.O=C1OCCO1.O=C1OCCO1
Spin multiplicity: 1
LUMO level (eV): 0.0
HOMO (eV): -10.27

```
80
C23H36O21, DFT wB97M-V/def2-TZVPD
C -2.161 -0.331 -1.007
C -2.748 0.118 0.300
O -4.182 -0.026 0.238
C -4.874 0.664 1.149
O -4.471 1.609 1.768
O -6.091 0.123 1.245
C -6.997 0.837 2.083
H -2.523 -1.321 -1.285
H -1.078 -0.402 -0.870
H -2.363 0.347 -1.833
H -2.493 1.150 0.553
H -2.418 -0.490 1.146
H -6.531 1.124 3.024
H -7.805 0.144 2.304
H -7.373 1.716 1.564
C 0.599 2.623 0.005
C -0.077 3.835 0.580
O 0.133 3.821 1.999
C -0.949 3.581 2.756
O -2.057 3.358 2.364
O -0.544 3.603 4.031
C -1.462 3.135 4.996
H 0.224 1.691 0.434
H 1.659 2.603 0.281
H 0.483 2.528 -1.075
H -1.150 3.782 0.397
H 0.280 4.760 0.132
H -0.943 3.133 5.952
H -1.900 2.154 4.801
H -2.329 3.791 5.131
O 2.567 -0.169 -3.015
C 2.169 -0.653 -2.002
O 2.392 -0.184 -0.764
C 1.592 -0.874 0.176
C 1.138 -2.124 -0.588
O 1.339 -1.712 -1.959
H 2.171 -1.160 1.060
H 0.793 -0.260 0.587
H 0.079 -2.329 -0.478
H 1.751 -3.001 -0.399
O -0.543 -4.247 1.048
C -0.176 -4.107 2.161
O -0.966 -3.732 3.189
C -0.242 -3.844 4.400
C 1.204 -3.786 3.937
O 1.108 -4.271 2.583
H -0.497 -2.988 5.027
H -0.485 -4.731 4.985
H 1.896 -4.439 4.463
H 1.619 -2.775 3.918
O -1.682 -0.711 3.588
C -0.621 -0.263 3.858
O 0.195 0.342 2.958
C 1.399 0.797 3.580
C 1.158 0.494 5.070
O -0.037 -0.298 5.077
H 2.236 0.232 3.172
H 1.499 1.863 3.397
H 0.977 1.402 5.644
H 1.950 -0.074 5.552
O -2.391 -2.713 -3.665
C -1.468 -2.277 -4.272
O -0.416 -3.012 -4.692
C 0.577 -2.156 -5.258
C -0.190 -0.849 -5.493
O -1.329 -0.984 -4.650
H 1.386 -2.019 -4.541
H 0.946 -2.603 -6.176
H -0.492 -0.746 -6.537
H 0.363 0.039 -5.201
O 3.912 2.689 -8.233
C 4.340 2.040 -7.338
O 5.633 2.063 -6.929
C 5.863 1.072 -5.920
C 4.490 0.410 -5.741
O 3.615 1.207 -6.565
H 6.616 0.376 -6.276
H 6.177 1.592 -5.018
H 4.041 0.420 -4.754
H 4.483 -0.611 -6.127
```

=====

Verdict on stability: run P comes out at the bottom.